Below is a single C7H17N5O2 molecule, with properties calculated with ωB97M-V/def2-TZVPD.

SMILES string: NCCNC(=NCC(=O)O)NCCN
2S+1: 1
Frontier orbital gap in eV: 8.668
E_HOMO in eV: -8.38
Calculated total energy in eV: -19077.213

Geometry as XYZ:
```
31
Properties=species:S:1:pos:R:3:nbo_charge:R:1
C 3.112 -0.555 -0.668 -0.250
C 2.346 -1.130 0.372 -0.235
C 0.053 -0.272 -0.057 0.624
C -0.720 1.904 0.878 -0.196
C -1.375 2.636 -0.281 -0.213
C -1.823 -1.818 -0.074 -0.396
C -3.260 -1.781 -0.019 0.774
H 5.228 -0.879 -0.714 0.361
H 4.834 -0.168 0.597 0.357
H 2.818 -0.965 -1.621 0.219
H 3.016 0.573 -0.860 0.180
H 2.495 -0.739 1.446 0.196
H 2.629 -2.159 0.461 0.233
H 0.460 -2.168 0.229 0.414
H 1.454 1.388 0.505 0.396
H -1.379 1.404 1.542 0.220
H -0.034 2.585 1.457 0.189
H -0.615 2.741 -1.146 0.147
H -1.701 3.603 0.036 0.192
H -2.338 1.003 -1.023 0.412
H -3.151 2.579 -1.277 0.368
H -1.598 -2.560 -0.835 0.223
H -1.567 -2.281 0.933 0.211
H -3.032 0.017 0.434 0.508
N 4.473 -0.952 -0.034 -0.837
N 0.930 -1.259 0.101 -0.612
N 0.336 0.998 0.306 -0.619
N -2.482 1.968 -0.714 -0.884
N -1.315 -0.379 -0.256 -0.701
O -3.797 -0.572 0.536 -0.702
O -3.995 -2.764 -0.253 -0.581
```


Below is a single C3H4O2 molecule, with properties calculated with ωB97M-V/def2-TZVPD.

SMILES string: O=C[C@H]1CO1
2S+1: 1
Frontier orbital gap in eV: 11.218
E_HOMO in eV: -10.17
Calculated total energy in eV: -7267.950

Geometry as XYZ:
```
9
Properties=species:S:1:pos:R:3:nbo_charge:R:1
O -1.257 -0.061 1.532 -0.540
C -0.584 0.683 0.854 0.391
C 0.696 0.117 0.361 -0.055
C 0.190 -0.479 -0.886 -0.085
O 1.327 0.363 -0.878 -0.441
H -0.969 1.627 0.431 0.134
H 1.260 -0.521 1.038 0.207
H 0.166 -1.558 -0.803 0.202
H -0.656 -0.009 -1.388 0.188
```


Below is 11 unconnected molecules or ions with the total composition C2H24O10, with properties calculated with ωB97M-V/def2-TZVPD.

SMILES string: C=C.O.O.O.O.O.O.O.O.O.O
2S+1: 1
Frontier orbital gap in eV: 10.073
E_HOMO in eV: -10.02
Calculated total energy in eV: -22939.564

Geometry as XYZ:
```
36
Properties=species:S:1:pos:R:3:nbo_charge:R:1
C 0.732 -2.746 0.980 -0.409
C -0.198 -1.884 0.537 -0.399
H 0.526 -3.791 1.113 0.192
H 1.768 -2.452 1.174 0.207
H -1.254 -2.162 0.408 0.209
H -0.023 -0.816 0.410 0.178
H 1.152 2.655 1.176 0.486
H -0.174 3.246 0.848 0.500
O 0.348 2.974 1.629 -0.997
H -0.218 -2.328 -2.371 0.511
H -1.269 -3.225 -1.697 0.480
O -1.163 -2.539 -2.330 -0.970
H 0.327 1.210 -2.784 0.507
H -0.610 0.488 -1.698 0.516
O 0.318 0.897 -1.857 -1.033
H 1.060 -0.627 -2.006 0.490
H 1.796 -1.780 -1.278 0.484
O 1.429 -1.539 -2.134 -0.983
H -1.801 0.047 1.632 0.520
H -3.352 0.089 1.392 0.483
O -2.526 -0.256 1.013 -1.014
H 2.098 0.464 1.417 0.501
H 2.508 0.125 2.855 0.481
O 1.940 -0.186 2.127 -0.977
H -0.400 2.299 -1.167 0.486
H -1.768 2.920 -0.885 0.481
O -0.835 3.095 -0.791 -0.974
H -2.241 -0.154 -0.667 0.518
H -1.835 -1.019 -1.907 0.514
O -1.985 -0.078 -1.622 -1.001
H 1.437 1.267 -0.625 0.516
H 2.850 1.894 -0.461 0.497
O 2.076 1.572 0.079 -1.000
H -0.339 1.515 2.303 0.501
H 0.239 0.168 2.556 0.500
O -0.611 0.657 2.631 -1.004
```


Below is 2 unconnected molecules or ions with the total composition C4H15N2O, with properties calculated with ωB97M-V/def2-TZVPD.

Total charge: +1
2S+1: 1
Frontier orbital gap in eV: 9.141
E_HOMO in eV: -12.46
Calculated total energy in eV: -9411.068

Geometry as XYZ:
```
22
Properties=species:S:1:pos:R:3:nbo_charge:R:1
N 1.063 -1.704 0.638 -0.696
C 1.288 -0.247 0.312 -0.239
C 0.324 0.624 1.088 -0.259
N -0.761 0.978 0.142 -0.455
C -0.522 2.372 -0.288 -0.434
C -2.115 0.812 0.728 -0.443
H 0.415 -2.102 -0.092 0.486
H 0.629 -1.930 1.530 0.431
H 1.951 -2.184 0.820 0.449
H 1.318 -0.123 -0.767 0.263
H 2.336 0.047 0.649 0.225
H 0.716 1.450 1.775 0.229
H -0.040 -0.039 1.892 0.187
H -0.931 3.142 0.396 0.192
H -0.972 2.604 -1.282 0.217
H 0.536 2.564 -0.455 0.201
H -2.582 0.320 -0.153 0.237
H -2.435 1.658 1.352 0.213
H -2.086 -0.075 1.376 0.184
H -0.186 -2.138 -2.874 0.499
H 1.336 -2.109 -2.817 0.492
O 0.556 -2.155 -2.256 -0.981
```


Below is a molecular structure, C15H31BrP2Pd, with properties calculated with ωB97M-V/def2-TZVPD.

2S+1: 3
Frontier orbital gap (spin up / spin down) in eV: 3.968 / 6.193
E_HOMO (spin up / spin down) in eV: -3.56 / -5.85
Calculated total energy in eV: -108147.032

Geometry as XYZ:
```
50
Properties=species:S:1:pos:R:3:mulliken_spin:R:1
P 0.333 -2.222 -2.435 -0.015
P -0.282 2.811 -2.146 0.151
C 0.550 -0.618 -3.115 0.554
C 0.577 1.278 -2.524 0.521
H 0.137 -0.337 -4.145 -0.113
H 1.572 -0.507 -3.416 -0.014
H 1.281 1.038 -1.696 -0.005
H 1.193 1.547 -3.401 -0.066
C -1.657 3.624 -2.981 0.071
H -2.173 4.271 -2.246 0.007
H -2.415 2.916 -3.382 0.027
H -1.213 4.212 -3.801 -0.002
C 1.016 3.958 -1.886 0.014
H 0.913 4.698 -2.688 -0.011
H 1.991 3.469 -2.001 0.014
H 0.924 4.422 -0.910 0.008
C -0.736 -3.458 -3.246 0.093
H -0.778 -4.340 -2.582 -0.010
H -0.239 -3.774 -4.169 0.010
H -1.766 -3.138 -3.500 0.024
C 2.000 -2.871 -2.620 0.010
H 2.731 -2.033 -2.575 0.008
H 2.043 -3.339 -3.622 0.000
H 2.149 -3.627 -1.826 0.003
Pd -1.455 0.145 -3.540 0.453
C 0.316 1.346 -5.687 0.076
C -1.011 1.159 -5.313 -0.047
C -2.063 0.593 -6.268 0.063
C -1.708 -0.851 -6.723 0.001
C -0.832 -1.563 -5.744 -0.001
C 0.527 -1.537 -5.776 0.107
C 1.411 -0.736 -6.663 -0.003
C 0.975 0.770 -6.882 0.009
C 0.044 -1.907 -0.699 0.043
H 0.894 2.180 -5.259 0.022
H -1.424 1.891 -4.605 -0.064
H -2.159 1.261 -7.149 -0.019
H -3.023 0.596 -5.702 0.058
H -2.644 -1.417 -6.793 -0.031
H -1.209 -0.825 -7.711 0.011
H -1.370 -2.324 -5.149 -0.040
H 1.060 -2.243 -5.147 0.019
H 1.459 -1.253 -7.634 0.000
H 2.453 -0.758 -6.287 0.001
H 1.918 1.317 -7.071 0.000
H 0.358 0.885 -7.798 -0.002
H 0.604 -1.018 -0.536 -0.007
H 0.459 -2.725 -0.027 -0.004
H -0.959 -1.578 -0.644 0.017
Br -1.169 2.256 -0.175 0.057
```


Below is a molecular structure, C38H43Br2F4N8OPS2Yb, with properties calculated with ωB97M-V/def2-TZVPD.

Total charge: +3
2S+1: 2
Frontier orbital gap (spin up / spin down) in eV: 7.905 / 6.673
E_HOMO (spin up / spin down) in eV: -15.38 / -15.38
Calculated total energy in eV: -267495.416

Geometry as XYZ:
```
100
Properties=species:S:1:pos:R:3:mulliken_spin:R:1
Yb 0.206 0.552 -0.255 1.007
N 0.104 -1.772 1.008 -0.001
C 1.319 -2.153 1.757 0.000
C 2.636 -1.656 1.137 0.000
N 2.516 -0.286 0.608 -0.001
C 3.752 0.257 -0.020 0.000
C 3.431 1.245 -1.136 0.001
N 2.273 2.085 -0.807 -0.001
H -0.721 -1.789 1.620 0.000
H -0.128 -2.476 0.293 0.000
H 1.418 -3.250 1.855 0.000
H 1.222 -1.741 2.762 0.000
H 2.958 -2.338 0.334 0.000
H 3.403 -1.736 1.950 0.000
H 2.274 0.305 1.419 0.000
H 4.383 -0.522 -0.434 0.000
H 4.366 0.820 0.723 0.000
H 3.213 0.681 -2.047 -0.001
H 4.338 1.847 -1.345 0.000
H 2.129 2.815 -1.511 0.000
H 2.421 2.545 0.087 0.000
F 0.562 -0.444 -8.155 0.000
C 0.730 -0.699 -6.856 0.000
C 1.181 -1.978 -6.476 0.000
F 1.441 -2.904 -7.409 0.000
C 1.337 -2.275 -5.134 -0.001
F 1.749 -3.517 -4.835 0.000
C 1.031 -1.311 -4.159 -0.002
P 1.213 -1.731 -2.409 0.001
C 0.181 -3.240 -2.354 0.000
C -0.900 -3.402 -3.232 -0.001
C -1.666 -4.576 -3.225 0.001
C -1.452 -5.553 -2.229 0.000
C -0.396 -5.376 -1.323 0.001
C 0.360 -4.207 -1.347 -0.001
C 2.960 -2.295 -2.471 0.001
C 3.857 -1.441 -3.151 0.000
C 5.190 -1.822 -3.327 0.000
C 5.666 -3.025 -2.805 0.000
C 4.777 -3.875 -2.120 0.000
C 3.427 -3.553 -2.010 0.000
C 0.561 -0.043 -4.532 0.001
Br 0.115 1.371 -3.283 0.000
C 0.421 0.263 -5.887 0.000
F -0.070 1.461 -6.264 0.000
H -1.155 -2.626 -3.942 0.000
H -2.406 -4.716 -3.996 0.000
H -2.081 -6.421 -2.204 0.000
H -0.208 -6.101 -0.545 0.000
H 1.104 -4.072 -0.575 0.000
H 3.494 -0.511 -3.614 0.000
H 5.871 -1.172 -3.875 0.000
H 6.671 -3.321 -2.937 0.000
H 5.098 -4.811 -1.698 0.000
H 2.750 -4.304 -1.613 0.000
C -4.528 0.156 3.443 0.000
C -4.300 -0.196 2.013 0.000
N -5.234 -0.698 1.258 0.000
N -4.632 -0.975 0.061 0.000
C -3.352 -0.634 0.009 0.000
S -2.349 -0.788 -1.324 -0.001
N -3.091 -0.131 1.273 0.000
N -1.913 0.539 1.658 0.001
H -5.590 -0.111 3.672 0.000
H -4.412 1.228 3.616 0.000
H -3.891 -0.414 4.149 0.000
H -5.167 -1.369 -0.710 0.000
H -2.112 1.543 1.728 0.000
H -1.620 0.184 2.577 0.000
Br -5.032 3.534 -0.733 0.000
C -3.180 3.825 -0.585 0.000
C -2.675 5.102 -0.314 0.000
C -1.270 5.217 -0.260 0.000
C -0.473 4.081 -0.446 0.000
N -0.987 2.849 -0.628 0.000
C -2.319 2.736 -0.828 0.000
H -3.347 5.939 -0.141 0.000
H -0.780 6.150 -0.052 0.000
H 0.594 4.172 -0.462 0.000
H -2.731 1.789 -1.164 0.000
C -3.819 2.746 6.741 0.000
C -2.790 2.739 5.654 0.000
C -1.835 1.742 5.591 0.000
C -0.812 1.799 4.633 0.000
C -0.800 2.828 3.706 0.000
C -1.795 3.821 3.726 0.000
C -2.798 3.763 4.682 0.000
S 0.527 2.904 2.524 0.000
C 1.911 2.960 3.700 0.000
O 0.651 1.531 1.861 -0.002
H -3.952 1.713 7.140 0.000
H -4.807 3.072 6.327 0.000
H -3.561 3.424 7.583 0.000
H -1.859 0.916 6.292 0.000
H -0.048 1.043 4.599 0.000
H -1.766 4.622 2.990 0.000
H -3.569 4.526 4.713 0.000
H 2.112 1.942 4.078 0.000
H 1.691 3.657 4.529 0.000
H 2.779 3.318 3.118 0.000
```


Below is a molecular structure, C15H25BF4N3O18Tl, with properties calculated with ωB97M-V/def2-TZVPD.

Total charge: +2
2S+1: 1
Frontier orbital gap in eV: 2.325
E_HOMO in eV: -16.04
Calculated total energy in eV: -73492.375

Geometry as XYZ:
```
67
Properties=species:S:1:pos:R:3:nbo_charge:R:1
Tl 1.562 1.768 -2.885 0.987
B 1.237 0.370 -0.266 -0.568
H 1.148 -0.139 0.773 0.106
H 0.200 0.357 -0.817 0.134
H 1.546 1.501 -0.144 0.119
H 1.982 -0.087 -1.048 0.134
C 0.090 4.882 2.437 -0.136
C 1.615 5.032 2.395 0.440
O 1.947 4.366 1.187 -0.474
C 0.880 4.279 0.412 0.993
O 0.849 3.840 -0.704 -0.586
O -0.214 4.776 1.022 -0.470
F 2.112 4.331 3.467 -0.332
H -0.389 5.779 2.825 0.238
H -0.340 3.994 2.895 0.220
H 2.069 6.019 2.444 0.204
C -4.231 2.424 -0.214 -0.134
C -3.302 1.751 0.795 0.433
O -2.050 1.759 0.187 -0.496
C -2.095 2.288 -1.034 1.002
O -1.195 2.361 -1.807 -0.554
O -3.336 2.767 -1.286 -0.450
F -3.669 0.459 1.053 -0.333
H -4.698 3.318 0.189 0.235
H -4.986 1.716 -0.549 0.233
H -3.231 2.216 1.777 0.186
C 2.591 1.102 2.981 -0.150
C 3.770 0.892 2.068 0.452
O 4.565 -0.005 2.853 -0.443
C 3.756 -0.705 3.644 0.950
O 4.029 -1.681 4.270 -0.412
O 2.541 -0.102 3.697 -0.381
F 4.399 2.067 1.853 -0.291
H 1.699 1.468 2.453 0.239
H 2.741 1.878 3.750 0.272
H 3.557 0.431 1.092 0.191
C -0.666 -3.332 -5.718 -0.138
C -0.314 -4.238 -4.565 0.438
O 0.567 -3.384 -3.807 -0.494
C 0.272 -2.122 -4.081 1.007
O 0.667 -1.176 -3.448 -0.679
O -0.481 -2.021 -5.173 -0.459
F 0.289 -5.362 -5.003 -0.305
H -1.679 -3.403 -6.101 0.236
H 0.073 -3.535 -6.497 0.223
H -1.102 -4.587 -3.902 0.196
C 1.687 -3.286 -0.558 -0.493
N 2.501 -3.873 0.523 0.530
O 2.286 -5.039 0.760 -0.225
O 3.215 -3.146 1.182 -0.306
H 1.504 -4.013 -1.348 0.283
H 2.291 -2.499 -1.031 0.248
H 0.776 -2.844 -0.168 0.237
C -0.810 -1.255 2.306 -0.503
N -1.289 -0.206 3.237 0.530
O -0.463 0.560 3.713 -0.352
O -2.473 -0.160 3.485 -0.281
H -1.208 -2.221 2.614 0.270
H 0.255 -1.375 2.499 0.239
H -1.017 -1.021 1.269 0.235
C -3.025 -1.375 -1.587 -0.495
N -3.345 -2.761 -1.969 0.531
O -4.380 -3.214 -1.521 -0.314
O -2.475 -3.425 -2.513 -0.419
H -3.824 -0.694 -1.862 0.244
H -2.050 -1.113 -1.994 0.221
H -2.929 -1.351 -0.503 0.237
```


Below is 3 unconnected molecules or ions with the total composition C4H16NO2S, with properties calculated with ωB97M-V/def2-TZVPD.

Total charge: +1
2S+1: 1
Frontier orbital gap in eV: 9.504
E_HOMO in eV: -12.42
Calculated total energy in eV: -20821.526

Geometry as XYZ:
```
24
Properties=species:S:1:pos:R:3:nbo_charge:R:1
C -1.912 0.143 0.983 -0.675
C -0.596 -0.587 0.756 0.000
C -0.488 -1.344 -0.534 -0.459
C -0.878 -0.660 -1.849 -0.527
S 0.613 -0.149 -2.809 -0.036
N 0.482 0.562 0.719 -0.709
H -2.226 0.155 2.037 0.247
H -2.705 -0.557 0.726 0.251
H -2.013 1.137 0.608 0.226
H -0.291 -1.054 1.647 0.223
H 0.465 -1.860 -0.588 0.240
H -1.182 -2.149 -0.381 0.239
H -1.527 0.205 -1.729 0.227
H -1.428 -1.395 -2.406 0.250
H 0.770 0.988 -2.117 0.122
H 1.275 0.392 1.353 0.461
H 0.100 1.440 0.959 0.427
H 0.858 0.647 -0.228 0.446
H 1.805 2.747 -1.018 0.500
H 0.405 3.274 -1.527 0.513
O 0.857 2.584 -1.033 -0.981
H 3.142 -1.623 1.668 0.497
H 2.058 -1.770 2.695 0.489
O 2.416 -1.130 2.068 -0.972
```